[1]
# C19H28N16Ti

A structure of composition C19H28N16Ti (ωB97M-V/def2-TZVPD, the Open Molecules 2025 dataset).

The geometry in ORCA input format:
```
! RIJCOSX wB97M-V def2-TZVPD def2/J DEFGRID3
* xyz 2 1
Ti -1.6382 -0.8651 0.4892
N -2.3120 -3.5825 2.5112
C -1.9340 -2.4025 3.0820
N -1.5800 -2.1888 4.3139
N -1.2769 -0.8624 4.3651
N -1.4324 -0.2952 3.2374
N -1.8780 -1.2594 2.3511
C -2.5942 -3.6507 1.1799
N -3.2056 -4.6164 0.5644
N -3.3042 -4.2122 -0.7313
N -2.7871 -3.0723 -0.9209
N -2.2723 -2.6493 0.3052
H -2.4963 -4.3879 3.0957
C -0.7215 -1.3154 -2.5736
N -1.2402 -0.3089 -1.5968
C -0.3473 0.8820 -1.6693
C -2.6329 0.0659 -2.0021
C -3.2240 1.0583 -1.0210
N -3.2033 0.5178 0.3850
C -3.1755 1.6488 1.3598
C -4.4481 -0.2929 0.6277
H -0.7899 -0.8927 -3.5780
H -1.3070 -2.2281 -2.5242
H 0.3233 -1.5156 -2.3487
H -0.4608 1.3673 -2.6409
H 0.6849 0.5630 -1.5488
H -0.5793 1.6074 -0.8874
H -3.2218 -0.8518 -2.0550
H -2.6239 0.5059 -3.0026
H -4.2510 1.2884 -1.3085
H -2.6675 1.9928 -1.0308
H -4.0552 2.2708 1.1894
H -2.2826 2.2508 1.1990
H -3.1809 1.2635 2.3747
H -5.3115 0.3712 0.5702
H -4.4097 -0.7346 1.6199
H -4.5516 -1.0728 -0.1251
C 0.8777 1.4217 1.9351
C 1.2253 0.1329 1.2834
N 0.3645 -0.7664 0.7785
C 1.1181 -1.8573 0.3249
C 2.4153 -1.5976 0.5636
N 2.4631 -0.3494 1.1542
C 3.7418 0.3252 1.4716
N 4.4521 0.5994 0.2724
N 5.6243 -0.1050 0.0657
N 6.1885 0.3207 -0.9809
C 5.4183 1.3457 -1.5143
C 5.6374 2.1126 -2.6575
C 4.7029 3.0783 -2.9553
C 3.5775 3.2792 -2.1332
C 3.3502 2.5207 -1.0010
C 4.3073 1.5456 -0.7057
H -0.1353 1.7249 1.6803
H 1.5639 2.2145 1.6465
H 0.9071 1.3108 3.0206
H 0.6700 -2.7341 -0.1125
H 3.3075 -2.1669 0.3610
H 4.3587 -0.3755 2.0309
H 3.5436 1.2005 2.0864
H 6.5099 1.9462 -3.2742
H 4.8367 3.7043 -3.8262
H 2.8771 4.0628 -2.3916
H 2.4852 2.7091 -0.3787
*
```

HOMO level: -13.956 eV
Kohn-Sham gap: 5.2089 eV
LUMO level: -8.7 eV
max |F|: 0.5 eV/Å

Atomic partial charges in e from the Löwdin method, atoms 1 to 8:
1. Ti 1.2237
2. N 0.2099
3. C -0.3946
4. N 0.1236
5. N 0.0292
6. N -0.0189
7. N -0.1196
8. C -0.3897

---

[2]
# C3H3I

A cluster of 2 separate species, C3H3I in total at a distorted geometry (ωB97M-V/def2-TZVPD, the Open Molecules 2025 dataset).

The geometry in ORCA input format:
```
! RIJCOSX wB97M-V def2-TZVPD def2/J DEFGRID3
* xyz 0 1
C 0.9797 -0.6670 0.2065
C -0.2727 -0.2109 -0.1584
C 0.1919 -0.4175 1.2694
I -2.0893 1.8464 -2.6842
H 1.9002 -1.0406 -0.0868
H -0.7469 0.5267 -0.7833
H 0.0372 -0.0371 2.2368
*
```

HOMO level (spin up / spin down): -7.361 / -7.032 eV
Kohn-Sham gap (spin up / spin down): 5.2592 / 4.2773 eV
LUMO level (spin up / spin down): -2.1 / -2.8 eV
max |F|: 5.4 eV/Å

Now the Löwdin charges, all in e:
1. C 0.0441
2. C 0.1474
3. C 0.1659
4. I -0.4561
5. H 0.1023
6. H -0.1115
7. H 0.1080

---

[3]
# C4H5N2O2S

The ion C4H5N2O2S with charge -1 at a distorted geometry (ωB97M-V/def2-TZVPD, the Open Molecules 2025 dataset).

The geometry in ORCA input format:
```
! RIJCOSX wB97M-V def2-TZVPD def2/J DEFGRID3
* xyz -1 1
C -0.6275 -2.4129 0.6093
C 0.2814 -1.9402 -0.4039
C -1.1113 -1.5603 1.5603
C 0.0174 2.8611 -0.4986
N 0.3242 0.1762 0.2917
N 0.6808 -0.7167 -0.5901
O -1.6149 -0.8148 2.2977
O 1.5572 -0.4806 -1.5173
S 1.2001 1.6282 0.3584
H -0.9640 -3.4177 0.8454
H 0.6495 -2.6061 -1.2231
H 0.6705 3.8762 -0.6301
H -0.7936 2.9539 0.2663
H -0.2698 2.4536 -1.3661
*
```

HOMO level: -2.479 eV
Kohn-Sham gap: 6.1906 eV
LUMO level: 3.7 eV
max |F|: 6.0 eV/Å

Atomic partial charges in e from the Löwdin method, atoms 1 to 8:
1. C -0.1130
2. C -0.1844
3. C -0.2287
4. C -0.3903
5. N -0.3914
6. N -0.4808
7. O 0.1061
8. O -0.2194

---

[4]
# C5H9NO

An isolated molecule of C5H9NO at a distorted geometry (ωB97M-V/def2-TZVPD, the Open Molecules 2025 dataset).

The geometry in ORCA input format:
```
! RIJCOSX wB97M-V def2-TZVPD def2/J DEFGRID3
* xyz 0 1
C -1.0559 -0.7874 0.7051
C -0.2210 0.3531 0.0177
C -0.3380 0.1616 -1.5174
C 1.2966 0.2934 0.3579
O 1.7272 -0.9980 -0.0334
C -0.8979 1.4941 0.6565
N -1.5541 2.1368 1.3619
H -0.4084 -1.6542 0.7585
H -1.4508 -0.5645 1.7078
H -1.9324 -0.9809 0.0765
H -1.3248 0.4301 -1.9024
H -0.1734 -0.9078 -1.6854
H 0.4246 0.6832 -2.1146
H 1.8754 1.0582 -0.1968
H 1.4579 0.4742 1.4270
H 2.5750 -1.1919 0.3812
*
```

HOMO level: -10.849 eV
Kohn-Sham gap: 11.4061 eV
LUMO level: 0.6 eV
structure (SMILES): CC(C)(C#N)CO
max |F|: 1.2 eV/Å

Atomic partial charges in e from the Löwdin method, atoms 1 to 8:
1. C -0.0351
2. C -0.4816
3. C -0.0375
4. C -0.2100
5. O -0.0683
6. C -0.1967
7. N 0.1546
8. H 0.0762

---

[5]
# C28H60N4O12

A structure of composition C28H60N4O12 at a distorted geometry (ωB97M-V/def2-TZVPD, the Open Molecules 2025 dataset).

The geometry in ORCA input format:
```
! RIJCOSX wB97M-V def2-TZVPD def2/J DEFGRID3
* xyz 0 1
C -19.5436 17.8769 2.5192
O -19.8951 18.9194 3.1308
N -18.5847 17.8098 1.5526
C -18.1640 16.5917 0.7672
C -17.8854 18.9960 1.0926
H -19.9728 16.8754 2.6778
H -18.9117 15.8017 0.8378
H -17.1108 16.4264 0.9937
H -18.1134 16.8075 -0.3001
H -16.8005 18.9145 1.0265
H -18.2617 19.2434 0.1000
H -18.0590 19.9238 1.6376
C -19.2586 18.9476 -2.0005
O -18.5511 19.5489 -1.1836
N -18.8299 17.9156 -2.7254
C -19.6671 17.3007 -3.7870
C -17.5303 17.2953 -2.4775
H -20.2903 19.2441 -2.2452
H -19.0791 17.2208 -4.7013
H -20.6555 17.6979 -4.0180
H -19.8112 16.2969 -3.3873
H -16.9280 17.6694 -1.6496
H -17.8450 16.2599 -2.3473
H -16.8425 17.4463 -3.3096
C -17.6225 20.5668 5.9905
O -17.1661 21.1669 6.9592
N -18.0310 19.2349 5.9512
C -18.3230 18.5885 4.7312
C -17.9334 18.3410 7.1074
H -17.6569 20.9708 4.9668
H -17.5462 17.8779 4.4488
H -18.5319 19.3475 3.9774
H -19.1922 17.9367 4.8196
H -17.9039 18.8123 8.0898
H -18.8074 17.6905 7.0772
H -17.1049 17.6333 7.0781
C -16.9208 23.0927 -0.2295
O -18.1269 23.2719 -0.0530
N -16.4306 21.9118 -0.5052
C -17.2184 20.6579 -0.6662
C -15.0167 21.6680 -0.3641
H -16.1584 23.8870 -0.2222
H -17.0560 20.2176 -1.6500
H -18.3006 20.7449 -0.5691
H -17.0215 19.9987 0.1792
H -14.8713 20.8823 0.3772
H -14.5361 21.3807 -1.2993
H -14.4671 22.5227 0.0304
O -13.0460 18.0701 0.9870
C -14.1956 18.2471 0.5990
O -15.1779 18.6621 1.4092
C -14.8983 18.8366 2.8070
C -16.1772 18.4260 3.5784
C -14.6427 17.8111 -0.7299
H -14.5133 19.8052 3.1261
H -14.1774 18.0595 3.0607
H -16.4684 17.4990 3.0845
H -16.9946 19.1470 3.5758
H -15.9666 18.0613 4.5838
H -15.1663 18.6133 -1.2499
H -15.2705 16.9370 -0.5572
H -13.7280 17.5690 -1.2709
O -18.3164 21.6428 4.1992
C -18.5668 22.1556 3.1263
O -19.1154 23.3288 2.8534
C -19.6625 24.0744 3.8518
C -20.9413 24.7089 3.3717
C -18.1272 21.6796 1.7519
H -18.8776 24.7648 4.1610
H -20.0154 23.3911 4.6242
H -21.5267 24.9540 4.2579
H -21.4640 24.1288 2.6112
H -20.7818 25.6197 2.7946
H -17.7789 20.6535 1.8703
H -17.2850 22.2449 1.3529
H -18.9542 21.5612 1.0519
O -14.1756 15.0109 -0.4784
C -15.3461 15.0977 -0.1149
O -15.8273 15.4759 1.0446
C -14.9609 15.5376 2.2422
C -15.8568 15.5335 3.4798
C -16.4414 15.0137 -1.1201
H -14.2938 16.3980 2.1902
H -14.3206 14.6596 2.3274
H -16.2096 14.5251 3.6959
H -16.7280 16.1151 3.1785
H -15.5134 15.9923 4.4070
H -17.1370 15.8201 -0.8877
H -16.8842 14.0177 -1.1182
H -15.9837 15.1361 -2.1017
O -21.5612 13.0526 -1.8061
C -22.0926 13.3665 -0.7099
O -21.4549 13.7446 0.3733
C -20.0650 14.0270 0.4492
C -19.6801 14.6443 1.7818
C -23.5456 13.0380 -0.4959
H -19.6847 14.6934 -0.3250
H -19.4819 13.1131 0.3358
H -20.2903 15.5181 2.0102
H -18.6202 14.8791 1.8803
H -19.8792 13.9493 2.5975
H -24.1339 12.9301 -1.4071
H -23.9693 13.7871 0.1730
H -23.4723 12.0509 -0.0394
*
```

HOMO level: -7.329 eV
Kohn-Sham gap: 7.3733 eV
LUMO level: 0.0 eV
max |F|: 12.7 eV/Å

Atomic partial charges in e from the Löwdin method, atoms 1 to 8:
1. C -0.2759
2. O -0.0561
3. N -0.0389
4. C -0.0338
5. C -0.1078
6. H 0.1130
7. H 0.0141
8. H 0.0664

---

[6]
# C8H26F4N4O12PbS4

A structure of composition C8H26F4N4O12PbS4 at a distorted geometry (ωB97M-V/def2-TZVPD, the Open Molecules 2025 dataset).

The geometry in ORCA input format:
```
! RIJCOSX wB97M-V def2-TZVPD def2/J DEFGRID3
* xyz 1 2
Pb 0.2493 0.8638 -0.2301
N 2.4238 1.8880 0.2791
S 3.0860 3.1246 0.9481
O 3.2638 4.2252 0.0866
O 3.9178 2.9874 2.1171
F 1.6878 3.5272 1.6858
S 3.9155 1.4046 -0.3719
O 4.8152 0.7016 0.5247
O 4.5886 2.1693 -1.4387
F 3.3680 0.0828 -1.1880
N -2.1854 0.5137 -0.4020
S -3.2184 1.2224 -1.5514
O -3.3983 2.6279 -1.3154
O -4.2428 0.4006 -2.1985
F -2.0867 1.2610 -2.7416
S -3.4334 0.1397 0.4399
O -3.9858 -1.1761 0.2715
O -4.2661 1.2154 0.9857
F -2.6377 -0.1517 1.8611
O -0.8763 3.1727 -0.1827
H -1.7498 3.2364 -0.5689
H -0.7118 4.0417 0.1833
O 0.6798 1.9786 -2.4109
H 0.5470 1.9088 -3.3563
H 1.0507 2.8519 -2.2845
C 0.0767 -2.5590 -3.7184
C -0.2308 -1.9419 -2.3223
C -0.5711 -3.0018 -1.1802
O -1.5182 -3.9507 -1.6521
C -2.8663 -3.3914 -1.7288
N 0.7726 -1.0120 -1.9849
H -0.8871 -2.9610 -4.0308
H 0.7592 -3.4044 -3.8053
H 0.3842 -1.8679 -4.5032
H -1.0892 -1.2803 -2.4394
H -0.8401 -2.5043 -0.2484
H 0.3181 -3.5832 -0.9364
H -3.1949 -3.2143 -0.7047
H -3.4791 -4.1453 -2.2230
H -3.0022 -2.4306 -2.2252
H 0.7505 -0.5956 -2.9048
H 1.6455 -1.5181 -1.9405
C 1.9235 -1.7742 3.5031
C 0.9659 -0.9753 2.6248
C 0.5174 0.3604 3.2666
O -0.2870 1.0971 2.4154
C -0.9966 2.1700 3.0349
N 1.5254 -0.7763 1.2331
H 2.9004 -1.2909 3.5208
H 1.9387 -2.8256 3.2161
H 1.5819 -1.7519 4.5380
H 0.0863 -1.6079 2.5056
H 1.3693 0.9671 3.5736
H -0.0580 0.0940 4.1532
H -0.3106 2.9983 3.2124
H -1.4767 1.8828 3.9703
H -1.7621 2.4738 2.3209
H 2.3599 -0.2204 1.3546
H 1.8944 -1.6768 0.9629
*
```

HOMO level (spin up / spin down): -13.137 / -13.124 eV
Kohn-Sham gap (spin up / spin down): 8.4983 / 4.1187 eV
LUMO level (spin up / spin down): -4.6 / -9.0 eV
<S²>: 0.758
max |F|: 11.4 eV/Å

Atomic partial charges in e from the Löwdin method, atoms 1 to 8:
1. Pb 1.6371
2. N -0.3961
3. S 0.4323
4. O -0.2074
5. O -0.2044
6. F -0.2157
7. S 0.5987
8. O -0.2370